ORCA calculation (the ωB97M-V functional and the def2-TZVPD basis) on a cluster of 10 separate species, C30H70N10O10 in total in a non-equilibrium geometry.

Last column: Mulliken charge in e.
Positions of all 120 atoms, in Å:
C -0.756 5.884 0.986  -1.03
N -0.123 5.185 -0.207  0.04
C 1.186 4.610 -0.014  0.59
C 1.661 3.735 -1.221  -0.87
O 1.910 4.697 0.973  -0.64
H -0.275 6.527 1.517  0.54
H -1.154 5.146 1.729  0.18
H -1.513 6.690 0.651  0.31
H -0.801 5.117 -0.971  0.08
H 1.773 4.439 -1.917  0.60
H 0.756 2.819 -1.494  0.00
H 2.506 3.270 -0.708  0.20
C -3.714 0.141 -3.477  -1.25
N -3.682 -1.212 -3.987  0.14
C -2.788 -1.726 -4.766  1.10
C -2.816 -3.089 -5.295  -1.57
O -1.781 -0.999 -5.060  -0.70
H -2.714 0.537 -3.204  0.36
H -4.316 0.361 -2.642  0.26
H -4.239 0.670 -4.221  0.51
H -4.337 -1.844 -3.289  0.05
H -2.455 -3.832 -4.657  0.28
H -1.967 -3.106 -6.210  0.27
H -3.652 -3.236 -5.641  0.68
C -1.013 5.161 -3.301  -1.37
N -2.014 4.467 -2.530  -0.13
C -3.113 5.074 -2.014  0.71
C -3.996 4.198 -1.223  -0.41
O -3.459 6.248 -2.203  -0.68
H -0.723 6.202 -2.956  0.25
H -1.504 5.075 -4.238  0.50
H -0.316 4.586 -3.229  0.56
H -1.883 3.536 -2.546  0.20
H -4.568 5.014 -0.613  0.31
H -3.301 3.873 -0.406  -0.07
H -4.764 3.456 -1.791  0.17
C -5.968 -1.609 -1.615  -2.04
N -5.644 -2.937 -2.320  -0.38
C -4.656 -3.741 -1.979  0.95
C -4.547 -5.054 -2.578  -1.15
O -3.788 -3.556 -1.149  -0.54
H -6.771 -1.775 -1.124  0.57
H -6.086 -1.027 -2.353  0.86
H -5.267 -1.091 -1.099  0.58
H -6.448 -3.330 -2.735  0.21
H -4.662 -5.876 -1.958  0.41
H -3.673 -4.999 -3.371  0.08
H -5.196 -4.979 -3.468  0.36
C -1.254 -1.263 -0.988  -0.67
N -1.004 -0.232 -0.016  0.76
C -1.046 1.061 -0.037  0.35
C -0.839 1.832 1.164  0.50
O -1.254 1.636 -1.111  -0.67
H -2.389 -1.387 -1.182  -0.13
H -0.802 -2.257 -0.554  0.06
H -0.762 -1.023 -1.814  0.82
H -0.728 -0.703 1.022  -0.88
H 0.181 1.616 1.690  -0.49
H -1.481 1.710 2.022  0.52
H -0.834 2.828 0.961  -0.19
C 5.882 -2.131 -0.935  -1.07
N 4.861 -1.129 -0.492  0.17
C 3.812 -0.844 -1.352  0.42
C 2.785 0.180 -0.806  0.03
O 3.706 -1.319 -2.498  -0.77
H 6.080 -2.207 -2.032  0.28
H 5.860 -2.964 -0.438  0.53
H 6.928 -1.686 -0.404  0.27
H 4.785 -0.692 0.557  0.31
H 1.631 0.002 -1.129  -0.20
H 2.930 1.214 -1.028  0.22
H 2.847 -0.109 0.179  -0.22
C 0.843 0.292 6.228  -0.78
N 0.508 1.477 5.607  -0.11
C -0.469 1.764 4.819  0.57
C -0.732 3.173 4.360  -1.58
O -1.146 0.822 4.408  -0.79
H 0.811 -0.565 5.452  0.11
H 0.002 -0.018 6.882  0.29
H 1.836 0.383 6.461  0.44
H 0.993 2.308 6.060  0.32
H -0.812 3.873 4.953  1.08
H -1.763 3.228 3.801  0.24
H -0.010 3.510 3.548  0.16
C 0.712 -1.658 2.646  -0.25
N -0.657 -1.527 2.781  0.05
C -1.573 -2.375 2.321  1.02
C -3.026 -2.049 2.821  -1.41
O -1.163 -3.307 1.721  -0.63
H 1.368 -0.692 2.994  -0.35
H 1.261 -1.869 1.742  -0.13
H 1.014 -2.509 3.210  0.53
H -0.877 -0.669 3.365  0.21
H -3.727 -2.666 2.247  0.37
H -3.222 -1.107 2.264  0.29
H -3.069 -2.341 3.813  0.45
C 6.070 -0.393 4.709  -1.07
N 4.961 0.487 4.356  -0.20
C 4.349 0.475 3.134  0.64
C 3.286 1.613 2.835  -0.39
O 4.766 -0.201 2.159  -0.78
H 6.632 -0.178 5.505  0.40
H 6.484 -0.378 3.821  0.41
H 5.961 -1.465 4.823  0.32
H 4.741 1.353 4.996  0.31
H 2.541 1.402 2.091  -0.41
H 3.441 2.543 2.329  0.57
H 2.842 1.957 3.869  0.05
C 4.731 -5.100 -3.427  -1.05
N 3.965 -4.432 -2.459  0.00
C 3.139 -5.024 -1.505  0.35
C 2.526 -3.935 -0.603  -0.42
O 3.089 -6.179 -1.216  -0.62
H 4.454 -5.022 -4.499  0.31
H 4.924 -6.125 -3.455  0.42
H 5.735 -4.635 -3.337  0.29
H 3.881 -3.288 -2.585  0.19
H 2.144 -4.271 0.458  0.34
H 1.701 -3.312 -1.009  0.30
H 3.236 -3.229 -0.347  -0.04

The value obtained for the energy above the lowest of the compared OMol25 structures with the same formula, charge and spin is 437.27 kcal per mole. For the LUMO energy, the calculation gives -0.162 eV. Its total energy is -67608.739 eV. The calculation puts the gap between HOMO and LUMO at 8.30 eV. As for the net charge: 0. The max |F| is 10.703 eV/A.